1.
Density functional theory data (ωB97M-V with the def2-TZVPD basis set) for a structure of composition C39H28BrN6PtS3.

Each line ends with the Mulliken charge.
Positions of all 78 atoms, in Å:
Pt (-0.96, 0.22, -0.42)  0.50
S (-6.69, -4.63, -0.22)  -0.19
C (-8.11, -3.85, -0.75)  -0.38
C (-7.89, -2.55, -1.08)  -0.69
C (-6.52, -2.19, -0.90)  0.05
C (-5.75, -3.21, -0.44)  0.23
C (-4.31, -3.19, -0.13)  0.51
C (-3.54, -2.09, -0.57)  -0.42
N (-2.26, -1.95, -0.30)  -0.34
C (-1.63, -2.91, 0.40)  -0.52
C (-2.29, -4.06, 0.84)  1.16
C (-1.56, -5.07, 1.55)  -1.04
C (-0.24, -4.95, 1.77)  -1.16
C (0.47, -3.79, 1.31)  1.14
C (1.85, -3.65, 1.50)  -0.58
C (2.51, -2.54, 1.01)  0.70
C (1.72, -1.57, 0.37)  -0.62
N (0.41, -1.64, 0.21)  -0.26
C (-0.22, -2.76, 0.65)  -0.21
C (3.96, -2.34, 1.12)  0.27
C (4.69, -1.22, 0.82)  -0.33
C (6.09, -1.40, 1.02)  -0.49
C (6.39, -2.64, 1.47)  -0.58
S (4.99, -3.61, 1.65)  -0.21
C (-3.66, -4.17, 0.57)  -0.73
H (-9.04, -4.40, -0.78)  0.45
H (-8.65, -1.88, -1.43)  0.41
H (-6.15, -1.19, -1.10)  0.15
H (-4.00, -1.32, -1.16)  0.38
H (-2.10, -5.95, 1.89)  0.45
H (0.31, -5.72, 2.28)  0.43
H (2.39, -4.43, 2.01)  0.47
H (2.21, -0.71, -0.06)  0.45
H (4.26, -0.29, 0.47)  0.37
H (6.83, -0.64, 0.82)  0.43
H (7.36, -3.05, 1.70)  0.45
H (-4.20, -5.05, 0.92)  0.47
Br (-7.16, 1.96, -2.27)  -0.13
C (-5.40, 1.53, -1.73)  -0.22
C (-4.47, 1.15, -2.69)  -0.42
C (-3.19, 0.79, -2.27)  -0.11
C (-2.84, 0.82, -0.92)  -0.55
C (-3.79, 1.22, 0.01)  0.06
C (-5.07, 1.58, -0.39)  -0.52
H (-4.74, 1.13, -3.73)  0.47
H (-2.48, 0.47, -3.02)  0.48
H (-3.54, 1.25, 1.06)  0.46
H (-5.81, 1.89, 0.34)  0.47
S (4.07, 4.40, 0.90)  -0.13
C (2.87, 3.14, 0.53)  0.09
C (2.04, 2.66, 1.54)  -0.83
C (1.08, 1.71, 1.23)  -0.39
N (0.91, 1.24, -0.01)  0.35
C (1.70, 1.70, -0.98)  -0.30
C (2.69, 2.64, -0.75)  -0.60
C (5.54, 3.39, 0.93)  0.31
C (6.20, 3.01, -0.24)  -0.04
C (7.35, 2.24, -0.12)  -0.46
N (7.87, 1.87, 1.05)  -0.58
C (7.24, 2.26, 2.15)  -0.45
C (6.07, 3.01, 2.15)  -0.16
H (2.15, 3.02, 2.56)  0.52
H (0.43, 1.30, 1.99)  0.45
H (1.52, 1.30, -1.97)  0.48
H (3.30, 2.99, -1.57)  0.44
H (5.83, 3.32, -1.21)  0.39
H (7.88, 1.93, -1.01)  0.38
H (7.69, 1.96, 3.09)  0.38
H (5.60, 3.30, 3.08)  0.43
N (-0.69, 4.17, -0.50)  -0.17
C (-0.71, 5.34, -1.18)  -0.23
C (-1.02, 5.02, -2.48)  -0.97
C (-1.17, 3.61, -2.48)  -0.31
N (-0.97, 3.11, -1.27)  0.20
H (-0.53, 4.05, 0.48)  0.16
H (-0.53, 6.28, -0.70)  0.45
H (-1.13, 5.69, -3.32)  0.42
H (-1.43, 2.96, -3.30)  0.49

The largest force on an atom comes out at 0.394 eV/A. As for the net charge: +1. The value obtained for the HOMO energy (spin up / spin down) is -10.19 / -10.37 eV. As for the relative energy (zero: lowest compared OMol25 entry of this formula, charge and spin): 102.6 kJ/mol. The gap between HOMO and LUMO (spin up / spin down) is 7.2 / 6.5 eV. The LUMO energy (spin up / spin down) is -3.03 / -3.82 eV. Its multiplicity is 3. The expectation value of S² is 2.008.

2.
Density functional theory data (ωB97M-V with the def2-TZVPD basis set) for a structure of composition C5H5N2O4S2.

Each line ends with the Mulliken charge.
Positions of all 18 atoms, in Å:
O (-2.49, 0.54, 2.61)  -0.59
S (-2.77, 0.59, 1.20)  0.91
O (-4.11, 0.95, 0.77)  -0.65
N (-2.35, -0.70, 0.36)  -0.43
S (-1.01, -1.51, 0.60)  1.14
O (-0.65, -1.75, 1.98)  -0.64
O (-1.04, -2.66, -0.28)  -0.74
C (0.32, -0.49, -0.07)  0.12
C (1.12, -1.01, -1.07)  -0.24
C (2.16, -0.23, -1.54)  -0.37
C (2.35, 1.03, -1.00)  -0.33
C (1.48, 1.46, -0.01)  -0.39
N (0.48, 0.71, 0.46)  -0.36
H (-1.97, 1.55, 0.70)  0.06
H (0.91, -2.00, -1.46)  0.45
H (2.81, -0.59, -2.33)  0.36
H (3.15, 1.67, -1.33)  0.35
H (1.60, 2.44, 0.43)  0.35

The largest force on an atom comes out at 0.349 eV/A. As for the net charge: -1. The value obtained for the HOMO energy is -5.87 eV. As for the relative energy (zero: lowest compared OMol25 entry of this formula, charge and spin): 37.1 kJ/mol. The gap between HOMO and LUMO is 8.9 eV. The LUMO energy is 3.04 eV. Its multiplicity is 1.

3.
Density functional theory data (ωB97M-V with the def2-TZVPD basis set) for the ion C4H10N with charge +1.

Each line ends with the Mulliken charge.
Positions of all 15 atoms, in Å:
C (0.44, 2.44, 0.79)  -0.12
C (0.33, -0.98, -0.02)  -0.23
C (-0.27, -1.98, -0.94)  -1.16
C (-0.47, 0.38, -0.14)  -0.60
N (0.04, 1.27, 0.93)  0.02
H (0.65, 2.83, -0.29)  0.28
H (0.84, 3.07, 1.71)  0.27
H (0.28, -1.49, 0.97)  0.30
H (0.34, -2.09, -1.87)  0.30
H (1.40, -0.91, -0.32)  0.28
H (-0.23, -2.89, -0.44)  0.35
H (-1.34, -1.78, -1.27)  0.32
H (0.12, 0.97, 1.90)  0.30
H (-1.58, 0.40, 0.14)  0.30
H (-0.55, 0.76, -1.16)  0.39

The largest force on an atom comes out at 4.761 eV/A. As for the net charge: +1. The value obtained for the HOMO energy is -15.67 eV. As for the relative energy (zero: lowest compared OMol25 entry of this formula, charge and spin): 196.3 kJ/mol. The gap between HOMO and LUMO is 10.7 eV. The LUMO energy is -4.93 eV. Its multiplicity is 1.

4.
Density functional theory data (ωB97M-V with the def2-TZVPD basis set) for a structure of composition CH3N4.

Each line ends with the Mulliken charge.
Positions of all 8 atoms, in Å:
C (0.16, -0.93, -0.40)  0.60
N (0.02, -2.28, -0.86)  -0.15
N (1.28, -2.25, -1.01)  0.05
N (1.48, -0.97, -0.46)  0.00
N (-0.87, 0.27, -0.15)  -0.33
H (2.22, -0.39, -0.18)  0.24
H (-1.64, -0.07, -0.59)  0.29
H (-0.33, 1.12, -0.09)  0.31

The largest force on an atom comes out at 11.187 eV/A. As for the net charge: +1. The value obtained for the HOMO energy is -17.11 eV. As for the relative energy (zero: lowest compared OMol25 entry of this formula, charge and spin): 571.0 kJ/mol. The gap between HOMO and LUMO is 9.1 eV. The LUMO energy is -7.98 eV. Its multiplicity is 1.